{"formula": "C72H174O42P6", "method": "ωB97M-V with the def2-TZVPD basis set", "smiles": "CCOP(=O)(OCC)OCC.CCOP(=O)(OCC)OCC.CCOP(=O)(OCC)OCC.CCOP(=O)(OCC)OCC.CCOP(=O)(OCC)OCC.CCOP(=O)(OCC)OCC.COCCOCCOC.COCCOCCOC.COCCOCCOC.COCCOCCOC.COCCOCCOC.COCCOCCOC", "spin_multiplicity": 1, "total_energy_ha": -8055.6880, "orbital_gap_ev": 9.4, "homo_ev": -9.28, "symbols": ["C", "C", "O", "P", "O", "O", "C", "C", "O", "C", "C", "H", "H", "H", "H", "H", "H", "H", "H", "H", "H", "H", "H", "H", "H", "H", "C", "C", "O", "P", "O", "O", "C", "C", "O", "C", "C", "H", "H", "H", "H", "H", "H", "H", "H", "H", "H", "H", "H", "H", "H", "H", "C", "C", "O", "P", "O", "O", "C", "C", "O", "C", "C", "H", "H", "H", "H", "H", "H", "H", "H", "H", "H", "H", "H", "H", "H", "H", "C", "C", "O", "P", "O", "O", "C", "C", "O", "C", "C", "H", "H", "H", "H", "H", "H", "H", "H", "H", "H", "H", "H", "H", "H", "H", "C", "C", "O", "P", "O", "O", "C", "C", "O", "C", "C", "H", "H", "H", "H", "H", "H", "H", "H", "H", "H", "H", "H", "H", "H", "H", "C", "C", "O", "P", "O", "O", "C", "C", "O", "C", "C", "H", "H", "H", "H", "H", "H", "H", "H", "H", "H", "H", "H", "H", "H", "H", "C", "O", "C", "C", "O", "C", "C", "O", "C", "H", "H", "H", "H", "H", "H", "H", "H", "H", "H", "H", "H", "H", "H", "C", "O", "C", "C", "O", "C", "C", "O", "C", "H", "H", "H", "H", "H", "H", "H", "H", "H", "H", "H", "H", "H", "H", "C", "O", "C", "C", "O", "C", "C", "O", "C", "H", "H", "H", "H", "H", "H", "H", "H", "H", "H", "H", "H", "H", "H", "C", "O", "C", "C", "O", "C", "C", "O", "C", "H", "H", "H", "H", "H", "H", "H", "H", "H", "H", "H", "H", "H", "H", "C", "O", "C", "C", "O", "C", "C", "O", "C", "H", "H", "H", "H", "H", "H", "H", "H", "H", "H", "H", "H", "H", "H", "C", "O", "C", "C", "O", "C", "C", "O", "C", "H", "H", "H", "H", "H", "H", "H", "H", "H", "H", "H", "H", "H", "H"], "positions_angstrom": [[-1.299, 10.438, -3.311], [-1.828, 9.311, -4.198], [-2.287, 8.203, -3.276], [-3.363, 6.981, -3.723], [-4.336, 7.360, -4.811], [-2.404, 5.677, -4.034], [-1.360, 5.458, -3.062], [-1.657, 4.177, -2.347], [-4.124, 6.564, -2.331], [-5.550, 6.743, -2.092], [-6.134, 5.382, -2.227], [-2.037, 11.162, -2.967], [-0.807, 9.984, -2.451], [-0.507, 10.982, -3.827], [-2.602, 9.777, -4.809], [-0.986, 8.963, -4.796], [-0.480, 5.346, -3.695], [-1.152, 6.247, -2.339], [-1.465, 3.412, -3.100], [-1.196, 4.040, -1.369], [-2.731, 4.175, -2.159], [-5.763, 7.066, -1.073], [-5.810, 7.600, -2.714], [-5.559, 4.668, -1.638], [-7.149, 5.381, -1.830], [-6.034, 5.117, -3.280], [-3.362, 10.190, 0.696], [-4.815, 9.548, 0.663], [-4.851, 8.276, 1.312], [-4.638, 8.120, 2.955], [-4.145, 9.286, 3.708], [-6.079, 7.474, 3.495], [-7.357, 7.890, 3.033], [-7.750, 7.024, 1.918], [-3.677, 6.805, 3.056], [-4.196, 5.573, 2.637], [-3.243, 4.605, 1.951], [-3.225, 11.127, 0.155], [-2.880, 10.243, 1.672], [-2.628, 9.563, 0.190], [-5.477, 10.265, 1.148], [-5.119, 9.387, -0.372], [-7.945, 7.719, 3.934], [-7.297, 8.956, 2.814], [-8.830, 7.030, 1.774], [-7.231, 7.498, 1.084], [-7.402, 5.995, 2.007], [-4.958, 5.171, 3.305], [-4.790, 5.762, 1.743], [-3.810, 3.874, 1.374], [-2.528, 5.089, 1.286], [-2.710, 4.165, 2.793], [2.125, -6.768, -11.321], [1.303, -6.097, -10.212], [1.974, -6.369, -9.016], [1.136, -5.917, -7.706], [-0.180, -6.586, -7.503], [2.206, -6.239, -6.505], [2.697, -7.474, -6.424], [3.322, -7.367, -4.985], [1.109, -4.332, -7.763], [0.192, -3.522, -7.018], [0.424, -3.564, -5.478], [2.112, -7.857, -11.366], [1.661, -6.611, -12.294], [3.098, -6.282, -11.249], [1.178, -5.064, -10.538], [0.247, -6.364, -10.160], [1.908, -8.226, -6.394], [3.425, -7.706, -7.202], [2.660, -6.824, -4.311], [3.542, -8.369, -4.618], [4.305, -6.898, -4.982], [0.407, -2.466, -7.179], [-0.769, -3.857, -7.409], [1.485, -3.785, -5.363], [0.173, -2.625, -4.985], [-0.182, -4.360, -5.044], [-0.388, -7.308, 2.580], [-1.224, -7.919, 1.493], [-2.327, -8.640, 1.960], [-3.758, -8.574, 1.202], [-4.767, -9.369, 1.900], [-3.485, -9.152, -0.343], [-3.759, -10.424, -0.688], [-5.125, -10.503, -1.538], [-4.124, -7.015, 1.006], [-4.721, -6.256, 2.115], [-4.566, -4.724, 1.798], [0.182, -8.148, 2.977], [0.112, -6.413, 2.210], [-0.968, -7.004, 3.452], [-1.547, -7.081, 0.875], [-0.455, -8.570, 1.078], [-3.015, -10.415, -1.485], [-3.448, -11.258, -0.059], [-5.297, -11.353, -2.198], [-6.004, -10.358, -0.911], [-5.218, -9.760, -2.331], [-5.744, -6.598, 2.272], [-4.219, -6.512, 3.048], [-5.001, -4.110, 2.586], [-3.587, -4.249, 1.727], [-4.958, -4.361, 0.847], [-2.395, 0.020, -2.153], [-2.281, -0.929, -3.357], [-3.284, -0.488, -4.240], [-2.982, -0.473, -5.835], [-1.554, -0.503, -6.168], [-4.011, -1.528, -6.460], [-4.403, -2.739, -5.865], [-5.961, -2.721, -5.837], [-3.619, 0.953, -6.256], [-3.105, 2.092, -5.495], [-3.837, 3.342, -5.856], [-3.301, -0.019, -1.549], [-1.602, -0.293, -1.473], [-2.166, 1.017, -2.528], [-1.321, -0.932, -3.872], [-2.486, -1.961, -3.071], [-3.889, -3.590, -6.311], [-4.083, -2.736, -4.823], [-6.266, -2.804, -6.881], [-6.266, -3.706, -5.481], [-6.478, -1.869, -5.396], [-3.017, 2.049, -4.410], [-2.087, 2.022, -5.879], [-3.347, 4.283, -5.607], [-3.958, 3.285, -6.938], [-4.837, 3.427, -5.430], [3.744, 2.831, 1.381], [3.030, 3.380, 0.091], [4.046, 4.048, -0.611], [3.608, 5.385, -1.412], [2.248, 5.963, -1.092], [4.845, 6.430, -1.284], [5.177, 7.087, -0.105], [5.463, 8.415, -0.818], [3.829, 4.986, -2.976], [4.881, 4.082, -3.436], [6.429, 4.542, -2.957], [4.392, 1.962, 1.261], [4.242, 3.548, 2.033], [3.056, 2.287, 2.028], [2.705, 2.460, -0.395], [2.109, 3.871, 0.407], [4.303, 7.193, 0.537], [5.984, 6.522, 0.361], [5.715, 9.145, -0.049], [6.252, 8.403, -1.570], [4.553, 8.715, -1.337], [4.526, 3.085, -3.173], [4.751, 4.115, -4.518], [6.815, 5.409, -3.494], [6.352, 4.604, -1.871], [7.247, 3.822, -2.974], [-2.827, -0.735, 2.694], [-1.685, -1.469, 2.647], [-0.990, -1.312, 1.454], [-0.214, -0.002, 1.342], [0.176, 0.085, -0.060], [1.397, -0.459, -0.527], [1.434, -0.493, -2.086], [1.695, 0.819, -2.692], [0.703, 1.868, -2.598], [-3.312, -0.857, 3.662], [-3.409, -1.403, 2.059], [-2.745, 0.318, 2.423], [-1.622, -1.472, 0.580], [-0.358, -2.200, 1.469], [0.604, 0.037, 2.060], [-0.747, 0.942, 1.463], [1.366, -1.516, -0.262], [2.264, -0.014, -0.039], [0.500, -0.882, -2.492], [2.332, -1.028, -2.395], [0.401, 2.035, -1.564], [-0.096, 1.667, -3.311], [1.190, 2.797, -2.896], [4.725, -2.896, 0.050], [3.306, -3.210, 0.437], [2.878, -2.994, 1.767], [3.577, -3.803, 2.824], [3.151, -5.156, 2.733], [3.679, -5.951, 3.746], [3.767, -7.502, 3.460], [2.498, -8.036, 3.704], [2.503, -9.467, 3.327], [5.325, -2.779, 0.953], [4.715, -1.993, -0.560], [5.104, -3.739, -0.528], [1.820, -3.245, 1.839], [3.174, -1.983, 2.045], [3.324, -3.367, 3.791], [4.666, -3.758, 2.803], [3.232, -5.727, 4.715], [4.751, -5.766, 3.683], [4.660, -7.925, 3.921], [3.909, -7.655, 2.390], [1.554, -9.914, 3.622], [3.412, -9.989, 3.628], [2.400, -9.584, 2.249], [0.369, -4.562, 11.569], [-0.749, -3.836, 11.838], [-0.776, -2.542, 11.380], [-1.798, -1.714, 12.173], [-2.316, -0.699, 11.353], [-1.437, 0.330, 10.873], [-1.505, 0.355, 9.321], [-1.094, -0.905, 8.674], [-1.476, -0.952, 7.255], [0.638, -4.700, 10.522], [0.331, -5.588, 11.935], [1.316, -4.101, 11.848], [-1.077, -2.605, 10.334], [0.230, -2.136, 11.477], [-1.303, -1.308, 13.055], [-2.493, -2.485, 12.508], [-0.501, 0.445, 11.421], [-1.905, 1.268, 11.170], [-0.771, 1.083, 8.975], [-2.369, 0.885, 8.921], [-0.907, -0.322, 6.571], [-2.555, -0.802, 7.288], [-1.470, -1.956, 6.829], [2.034, 4.891, -6.297], [2.424, 3.515, -6.415], [1.974, 2.567, -5.389], [2.301, 1.073, -5.679], [3.697, 0.729, -5.693], [4.063, -0.468, -6.305], [5.629, -0.433, -6.595], [6.238, -1.557, -5.908], [6.471, -1.370, -4.458], [0.962, 4.932, -6.489], [2.614, 5.627, -6.854], [1.984, 5.331, -5.301], [0.906, 2.778, -5.343], [2.475, 2.850, -4.464], [1.922, 0.871, -6.680], [1.744, 0.590, -4.876], [3.646, -0.637, -7.298], [3.513, -1.160, -5.667], [6.144, 0.512, -6.421], [5.763, -0.694, -7.645], [6.591, -2.274, -3.860], [5.681, -0.824, -3.943], [7.354, -0.745, -4.318], [8.326, -0.020, 4.264], [7.765, 0.774, 3.225], [7.322, -0.013, 2.059], [7.993, -1.351, 1.854], [7.635, -2.339, 2.877], [8.539, -3.440, 2.899], [7.895, -4.672, 3.594], [8.848, -5.723, 3.415], [8.591, -6.904, 4.133], [9.212, -0.611, 4.031], [7.647, -0.824, 4.547], [8.387, 0.658, 5.115], [7.705, 0.563, 1.217], [6.243, -0.170, 2.066], [9.043, -1.146, 1.644], [7.485, -1.718, 0.962], [9.513, -3.307, 3.371], [8.829, -3.707, 1.882], [6.945, -4.868, 3.097], [7.656, -4.508, 4.644], [8.351, -6.695, 5.175], [9.520, -7.464, 4.244], [7.730, -7.464, 3.768], [-6.044, 2.081, 2.441], [-6.380, 3.284, 3.150], [-6.911, 3.322, 4.510], [-6.099, 2.515, 5.568], [-4.760, 3.084, 5.711], [-4.025, 2.317, 6.691], [-2.560, 2.629, 6.492], [-2.129, 1.944, 5.278], [-0.975, 2.632, 4.787], [-5.795, 2.372, 1.421], [-6.997, 1.566, 2.566], [-5.195, 1.544, 2.865], [-7.939, 2.970, 4.596], [-7.052, 4.331, 4.897], [-6.039, 1.563, 5.041], [-6.748, 2.432, 6.440], [-4.167, 1.246, 6.548], [-4.210, 2.518, 7.747], [-1.887, 2.236, 7.255], [-2.495, 3.689, 6.739], [-0.075, 2.399, 5.356], [-1.124, 3.711, 4.802], [-0.625, 2.285, 3.814]]}